No. 1
14
Properties=species:S:1:pos:R:3 method="wB97M-V/def2-TZVPD" energy_ha=-361.83319 gap_ev=9.8 e_homo_ev=-9.072 multiplicity=1 smiles="O=C1CNC[C@@H]1O"
O -0.223 0.102 2.343
C -0.072 -0.120 1.166
C 1.041 -0.927 0.501
N 1.025 -0.549 -0.910
C -0.380 -0.218 -1.201
C -0.937 0.473 0.039
O -0.632 1.857 -0.052
H 2.011 -0.755 0.976
H 0.802 -1.995 0.609
H 1.576 0.300 -1.019
H -0.932 -1.145 -1.398
H -0.449 0.425 -2.082
H -2.009 0.304 0.216
H -0.821 2.249 0.813

No. 2
19
Properties=species:S:1:pos:R:3 method="wB97M-V/def2-TZVPD" energy_ha=-704.45734 gap_ev=10.4 e_homo_ev=-13.745 charge=+1 multiplicity=1 smiles="CS[N@+]1(C)C=NCC1"
C 0.539 0.411 2.522
S 1.187 1.116 1.059
N 0.429 0.042 -0.162
C 0.448 -1.458 0.035
C 1.011 0.276 -1.775
N 0.048 0.362 -2.493
C -1.261 0.580 -1.837
C -0.941 0.390 -0.284
H 1.034 0.968 3.399
H 0.896 -0.592 2.723
H -0.473 0.726 2.460
H 0.290 -1.746 1.057
H -0.292 -1.803 -0.573
H 1.404 -1.836 -0.205
H 1.994 0.160 -1.998
H -1.955 -0.142 -2.386
H -1.705 1.543 -1.927
H -1.088 1.375 0.302
H -1.564 -0.373 0.085

No. 3
93
Properties=species:S:1:pos:R:3 method="wB97M-V/def2-TZVPD" energy_ha=-2696.57506 gap_ev=7.2 e_homo_ev=-8.179 multiplicity=1 smiles="[H]/N=C/CC1=C(P(N)O)C(=O)c2c(C[C@H](C)OCc3ccccc3)c(N)c(P(C)C)c(OCC)c2C1=O.CO.CO.CO.CO"
H -3.770 -3.255 3.472
N -3.839 -2.925 2.514
C -3.274 -1.799 2.415
C -3.236 -1.069 1.120
C -1.967 -0.349 0.793
C -1.682 0.155 -0.419
P -2.688 0.101 -1.962
N -4.118 0.734 -1.234
O -3.096 -1.480 -2.065
C -0.401 0.873 -0.629
O 0.145 0.803 -1.677
C 0.088 1.669 0.514
C 0.865 2.864 0.409
C 1.462 3.386 -0.877
C 2.928 2.902 -1.004
C 3.961 3.995 -0.755
O 3.170 2.291 -2.257
C 4.111 1.228 -2.141
C 3.413 -0.064 -1.864
C 3.152 -0.493 -0.547
C 2.404 -1.671 -0.313
C 1.932 -2.434 -1.413
C 2.230 -2.031 -2.734
C 2.965 -0.854 -2.949
C 1.131 3.573 1.607
N 1.892 4.785 1.595
C 0.692 3.115 2.883
P 1.055 4.113 4.380
C 0.570 5.831 3.941
C -0.328 3.769 5.540
C 0.064 1.853 2.962
O -0.274 1.342 4.181
C 0.783 0.635 4.867
C 0.219 -0.524 5.646
C -0.259 1.153 1.786
C -0.946 -0.138 1.840
O -0.689 -0.985 2.641
H -2.808 -1.324 3.263
H -4.029 -0.325 1.173
H -3.515 -1.737 0.315
H -4.577 1.331 -1.910
H -3.880 1.319 -0.441
H -4.049 -1.620 -1.965
H 0.902 3.047 -1.732
H 1.445 4.470 -0.892
H 3.054 2.150 -0.229
H 3.551 4.985 -0.911
H 4.828 3.850 -1.385
H 4.304 3.955 0.275
H 4.659 1.170 -3.074
H 4.836 1.445 -1.358
H 3.500 0.084 0.296
H 2.187 -1.988 0.694
H 1.375 -3.341 -1.250
H 1.873 -2.636 -3.535
H 3.184 -0.556 -3.962
H 2.884 4.598 1.559
H 1.640 5.370 0.813
H -0.048 5.836 3.052
H -0.022 6.242 4.747
H 1.445 6.427 3.740
H -0.549 4.701 6.044
H -1.223 3.432 5.039
H -0.033 3.047 6.287
H 1.529 0.318 4.147
H 1.266 1.328 5.549
H 0.935 -1.336 5.651
H -0.686 -0.898 5.187
H 0.001 -0.248 6.669
C 0.102 -0.311 -6.328
O 0.734 -0.953 -5.230
H 0.023 -1.047 -7.127
H -0.898 0.035 -6.072
H 0.689 0.538 -6.693
H 0.824 -0.327 -4.497
C 2.503 -5.243 -5.958
O 2.180 -3.995 -5.360
H 2.607 -5.967 -5.154
H 1.715 -5.584 -6.635
H 3.446 -5.196 -6.511
H 2.084 -3.341 -6.058
C -6.051 -4.625 0.167
O -5.406 -3.411 -0.190
H -6.795 -4.832 -0.598
H -5.335 -5.450 0.203
H -6.551 -4.538 1.135
H -4.735 -3.282 0.482
C -2.124 -4.383 -0.602
O -2.649 -5.167 0.472
H -1.692 -5.070 -1.326
H -2.924 -3.815 -1.078
H -1.347 -3.687 -0.267
H -3.045 -4.549 1.099

No. 4
44
Properties=species:S:1:pos:R:3 method="wB97M-V/def2-TZVPD" energy_ha=-2467.80612 gap_ev="9.0 / 5.4" e_homo_ev="-15.991 / -15.963" charge=+2 multiplicity=2 s2=0.768
Cu -0.450 0.668 0.584
C -2.305 -1.947 -1.693
C -1.163 -0.963 -1.557
C 0.130 -1.409 -1.718
C 0.432 -2.896 -1.679
C 1.189 -0.489 -1.819
C 2.518 -0.899 -2.375
C 0.956 0.888 -1.566
C 2.085 1.850 -1.439
C -0.376 1.337 -1.381
C -0.700 2.806 -1.590
C -1.478 0.371 -1.179
C -2.961 0.767 -1.194
H -1.894 -2.872 -2.114
H -3.152 -1.556 -2.304
H -2.684 -2.276 -0.673
H 1.498 -3.031 -1.380
H 0.149 -3.407 -2.599
H -0.183 -3.328 -0.885
H 3.264 -0.117 -2.244
H 2.453 -1.068 -3.454
H 2.925 -1.864 -1.946
H 1.717 2.554 -0.676
H 2.379 2.400 -2.353
H 2.984 1.321 -1.024
H -1.780 3.004 -1.788
H -0.029 3.166 -2.405
H -0.371 3.377 -0.729
H -3.315 0.928 -2.235
H -2.974 1.710 -0.637
H -3.500 -0.001 -0.702
C 0.183 2.109 3.925
Sb 0.028 0.197 2.969
C 1.886 -0.840 2.927
C -1.081 -1.034 4.292
H 1.209 2.255 4.173
H -0.375 2.138 4.879
H -0.138 2.900 3.261
H 2.460 -0.669 3.878
H 2.476 -0.418 2.090
H 1.701 -1.874 2.853
H -0.364 -1.541 5.005
H -1.538 -1.847 3.726
H -1.811 -0.401 4.777